1.
DFT (ωB97M-V/def2-TZVPD) results for a molecular structure, C47H54AlBBrCl2N4O5.

Computed properties:
LUMO (eV): 2.2
HOMO energy (eV): -4.777
Net charge: -1
Spin multiplicity: 1
HOMO-LUMO gap (eV): 7.02

Each line ends with the Mulliken charge.
Cartesian coordinates (Å):
1 Al 1.741 -0.029 0.580  -0.976
2 C -4.733 -0.845 -3.773  -1.688
3 C -4.224 -2.119 -3.085  2.062
4 C -4.118 -3.220 -4.139  -2.093
5 C -5.247 -2.561 -2.029  -1.684
6 C -2.883 -1.839 -2.406  -0.231
7 C -2.794 -0.841 -1.437  -0.794
8 C -1.598 -0.596 -0.807  -0.266
9 Br -1.520 0.797 0.475  0.242
10 C -0.412 -1.313 -1.075  0.356
11 O 0.689 -1.073 -0.416  0.685
12 C -0.486 -2.302 -2.077  -0.542
13 C -1.718 -2.532 -2.696  -0.523
14 C 0.703 -3.148 -2.570  2.928
15 C 2.042 -2.876 -1.877  -1.539
16 C 0.384 -4.638 -2.368  -1.850
17 C 0.913 -2.869 -4.068  -1.649
18 H -5.685 -1.037 -4.276  0.455
19 H -4.012 -0.498 -4.517  0.347
20 H -4.886 -0.037 -3.056  0.328
21 H -5.099 -3.389 -4.589  0.449
22 H -3.783 -4.164 -3.703  0.376
23 H -3.425 -2.945 -4.938  0.372
24 H -6.222 -2.740 -2.491  0.443
25 H -5.371 -1.801 -1.256  0.338
26 H -4.920 -3.482 -1.542  0.357
27 H -3.655 -0.244 -1.161  0.582
28 H -1.754 -3.301 -3.455  0.259
29 H 2.012 -3.113 -0.814  0.178
30 H 2.350 -1.835 -1.971  -0.333
31 H 2.802 -3.507 -2.347  0.681
32 H 0.188 -4.845 -1.313  0.222
33 H 1.234 -5.248 -2.683  0.512
34 H -0.489 -4.955 -2.941  0.289
35 H 1.141 -1.812 -4.226  0.139
36 H 0.031 -3.114 -4.660  0.305
37 H 1.751 -3.461 -4.446  0.488
38 N 0.558 -0.421 4.300  0.115
39 C 0.320 -1.612 3.708  0.460
40 C -0.101 -2.710 4.491  -1.179
41 C -0.362 -3.907 3.880  -0.525
42 C -0.210 -4.010 2.497  -1.314
43 C 0.212 -2.890 1.816  -0.392
44 N 0.484 -1.705 2.381  0.855
45 H 0.438 -0.323 5.289  0.244
46 H 0.798 0.404 3.772  -0.299
47 H -0.212 -2.586 5.561  0.443
48 H -0.683 -4.758 4.468  0.399
49 H -0.400 -4.932 1.966  0.516
50 H 0.361 -2.931 0.746  0.374
51 C 3.450 -0.986 1.102  -1.112
52 C 3.567 -1.825 2.299  -0.115
53 C 3.836 -1.268 3.559  -0.180
54 C 3.879 -2.039 4.701  -0.903
55 C 3.654 -3.415 4.628  0.486
56 C 3.404 -3.996 3.384  -0.903
57 C 3.373 -3.214 2.249  0.084
58 C 3.669 -4.219 5.817  0.009
59 N 3.676 -4.863 6.772  -0.616
60 H 3.706 -1.525 0.186  0.497
61 H 4.101 -0.107 1.165  0.726
62 H 3.988 -0.197 3.630  0.402
63 H 4.073 -1.582 5.663  0.445
64 H 3.226 -5.062 3.321  0.465
65 H 3.166 -3.676 1.290  0.334
66 C 1.969 3.893 -2.642  -2.092
67 C 2.162 2.435 -3.051  1.792
68 C 1.540 2.196 -4.416  -1.883
69 O 1.468 1.633 -2.085  -0.356
70 B 2.371 1.136 -1.137  0.870
71 O 3.671 1.438 -1.563  -0.560
72 C 3.634 1.944 -2.907  1.870
73 C 4.684 3.034 -3.049  -1.976
74 C 3.970 0.779 -3.834  -1.713
75 H 0.899 4.099 -2.596  0.491
76 H 2.428 4.582 -3.354  0.347
77 H 2.389 4.074 -1.652  0.296
78 H 0.521 2.583 -4.422  0.478
79 H 1.498 1.133 -4.648  0.192
80 H 2.107 2.707 -5.199  0.332
81 H 4.569 3.795 -2.279  0.330
82 H 4.620 3.511 -4.030  0.335
83 H 5.677 2.594 -2.946  0.472
84 H 3.243 -0.026 -3.720  0.059
85 H 4.950 0.388 -3.556  0.499
86 H 3.999 1.086 -4.881  0.326
87 Cl -3.496 4.122 0.310  -0.173
88 C -4.030 3.159 1.654  1.239
89 C -5.340 2.713 1.636  -0.684
90 C -5.801 1.840 2.606  -0.549
91 C -4.934 1.420 3.603  -0.613
92 C -3.641 1.900 3.631  0.579
93 Cl -2.581 1.352 4.899  -0.225
94 C -3.133 2.783 2.661  -1.153
95 N -1.809 3.160 2.693  0.529
96 C -1.340 4.469 2.435  -0.161
97 C -2.115 5.564 2.808  0.094
98 C -1.692 6.855 2.551  -0.672
99 C -0.462 7.060 1.940  -0.820
100 C 0.318 5.967 1.600  -0.774
101 C -0.099 4.656 1.829  0.289
102 C 0.778 3.524 1.362  0.295
103 C 1.018 2.370 2.328  -0.330
104 O 0.797 2.484 3.529  -0.818
105 O 1.507 1.321 1.775  0.948
106 H -5.982 3.035 0.827  0.427
107 H -6.818 1.474 2.574  0.396
108 H -5.252 0.724 4.367  0.429
109 H -1.196 2.604 3.276  -0.024
110 H -3.068 5.381 3.291  0.470
111 H -2.315 7.694 2.834  0.400
112 H -0.107 8.063 1.737  0.390
113 H 1.283 6.126 1.133  0.412
114 H 1.777 3.935 1.187  0.406
115 H 0.444 3.116 0.403  0.050


2.
DFT (ωB97M-V/def2-TZVPD) results for a molecular structure, C12H30BrMnN2O8S.

Computed properties:
LUMO (alpha / beta) (eV): 2.5 / 2.5
HOMO energy (alpha / beta) (eV): -3.622 / -3.613
Net charge: -1
Spin multiplicity: 6
HOMO-LUMO gap (alpha / beta) (eV): 6.14 / 6.13

Each line ends with the natural charge from an NBO analysis.
Cartesian coordinates (Å):
1 Mn 0.674 -0.749 -0.385  1.281
2 Br 0.178 -3.220 0.639  -0.753
3 S 0.854 2.144 -2.080  2.625
4 O -0.524 2.278 -2.531  -1.120
5 O 1.080 0.945 -1.297  -1.139
6 O 1.668 2.100 -3.274  -1.089
7 O 1.095 3.412 -1.382  -1.086
8 C -5.551 -0.974 -0.443  -0.258
9 O -4.546 -0.586 -1.432  -0.553
10 C -3.812 0.554 -0.893  -0.102
11 C -2.607 0.078 -0.085  -0.240
12 N -1.436 -0.429 -0.819  -0.697
13 C -1.763 -1.449 -1.854  -0.256
14 C -0.783 -1.680 -2.985  -0.083
15 O 0.457 -1.715 -2.276  -0.581
16 C 1.429 -2.453 -2.958  -0.230
17 H -6.178 -0.087 -0.359  0.164
18 H -5.133 -1.250 0.526  0.176
19 H -6.248 -1.721 -0.822  0.190
20 H -4.462 1.226 -0.333  0.181
21 H -3.439 1.151 -1.725  0.220
22 H -2.860 -0.667 0.670  0.195
23 H -2.228 0.940 0.466  0.208
24 H -1.483 0.355 -1.453  0.416
25 H -2.741 -1.262 -2.297  0.215
26 H -1.896 -2.447 -1.438  0.209
27 H -0.778 -0.790 -3.615  0.219
28 H -1.141 -2.631 -3.379  0.192
29 H 1.040 -3.407 -3.311  0.171
30 H 2.256 -2.456 -2.247  0.200
31 H 1.756 -2.026 -3.906  0.178
32 C 4.130 -0.578 -1.113  -0.246
33 O 2.941 -0.805 -0.361  -0.569
34 C 3.297 -0.872 1.026  -0.100
35 C 2.535 0.224 1.715  -0.257
36 N 1.078 0.081 1.539  -0.682
37 C 0.407 1.394 1.668  -0.255
38 C 0.784 2.206 2.956  -0.079
39 O 0.970 1.457 4.138  -0.569
40 C 0.619 1.979 5.395  -0.238
41 H 4.632 -1.546 -1.093  0.163
42 H 4.786 0.258 -0.873  0.191
43 H 3.795 -0.431 -2.139  0.219
44 H 4.305 -1.047 1.402  0.201
45 H 2.935 -1.864 1.296  0.210
46 H 2.872 1.166 1.283  0.221
47 H 2.937 0.146 2.726  0.200
48 H 0.685 -0.303 2.386  0.396
49 H -0.657 1.190 1.781  0.181
50 H 0.545 1.997 0.770  0.280
51 H 0.068 3.024 3.037  0.180
52 H 1.746 2.634 2.677  0.172
53 H 1.120 1.368 6.146  0.198
54 H -0.455 2.165 5.374  0.172
55 H 1.046 2.972 5.541  0.157


3.
DFT (ωB97M-V/def2-TZVPD) results for a single C2H2N2O2S molecule.

Computed properties:
LUMO (alpha / beta) (eV): 0.1 / -4.3
HOMO energy (alpha / beta) (eV): -7.618 / -11.768
Spin multiplicity: 3
HOMO-LUMO gap (alpha / beta) (eV): 7.68 / 7.48

Each line ends with the natural charge from an NBO analysis.
Cartesian coordinates (Å):
1 C -1.319 1.193 0.202  -0.052
2 C 0.741 -0.776 -0.546  -0.401
3 N -2.388 1.586 0.051  -0.214
4 N -0.318 -1.285 -0.879  -0.320
5 O 1.167 1.933 0.223  -0.825
6 O 0.448 0.107 1.850  -0.874
7 S 0.407 0.712 0.472  2.012
8 H 1.708 -1.252 -0.340  0.291
9 H -0.447 -2.218 -1.032  0.383


4.
DFT (ωB97M-V/def2-TZVPD) results for a molecular structure, C26H28F8IrN5O4S2SbSe.

Computed properties:
LUMO (eV): -2.9
HOMO energy (eV): -11.061
Net charge: +1
Spin multiplicity: 1
HOMO-LUMO gap (eV): 8.16

Each line ends with the Mulliken charge.
Cartesian coordinates (Å):
1 Ir -0.914 -0.868 1.674  5.266
2 F -5.067 -3.653 2.460  -0.185
3 C -4.627 -3.003 1.399  0.586
4 F -3.817 -3.775 0.696  -0.159
5 F -5.646 -2.622 0.642  -0.193
6 S -3.724 -1.496 1.990  1.010
7 O -2.531 -2.032 2.675  -0.686
8 O -4.643 -0.720 2.747  -0.555
9 N -3.106 -0.828 0.674  -0.708
10 S -3.518 0.619 0.091  0.974
11 O -2.598 0.894 -0.972  -0.555
12 O -3.712 1.591 1.127  -0.725
13 C -5.154 0.390 -0.734  0.405
14 F -5.054 -0.591 -1.627  -0.205
15 F -5.468 1.519 -1.346  -0.192
16 F -6.081 0.088 0.159  -0.180
17 C 2.379 -3.567 -0.945  -0.788
18 N 1.212 -3.195 -1.735  0.548
19 C 1.174 -3.140 -3.108  -0.550
20 C -0.086 -2.794 -3.453  -0.597
21 N -0.800 -2.656 -2.289  0.437
22 C -2.210 -2.298 -2.199  -0.746
23 C 0.001 -2.889 -1.240  -0.478
24 Se -0.495 -3.051 0.565  0.007
25 H 3.271 -3.235 -1.472  0.361
26 H 2.412 -4.645 -0.804  0.325
27 H 2.311 -3.090 0.029  0.143
28 H 2.040 -3.337 -3.713  0.538
29 H -0.530 -2.629 -4.418  0.468
30 H -2.614 -2.260 -3.207  0.312
31 H -2.315 -1.325 -1.726  0.184
32 H -2.738 -3.047 -1.613  0.314
33 N -0.626 1.792 3.216  -0.467
34 N -1.514 0.666 3.048  -0.992
35 H -0.929 2.331 4.023  0.342
36 H -0.744 2.395 2.406  -0.074
37 H -2.472 0.982 2.876  0.453
38 H -1.515 0.163 3.936  0.420
39 C 2.061 0.254 -4.286  -0.667
40 C 0.747 0.509 -3.917  -0.828
41 C 0.378 0.479 -2.580  -0.783
42 C 1.327 0.188 -1.599  1.196
43 C 2.641 -0.074 -1.973  -0.690
44 C 3.005 -0.044 -3.315  -0.814
45 Sb 0.781 0.586 0.413  -1.884
46 C 0.429 2.650 0.069  1.350
47 C 1.525 3.360 -0.422  -0.836
48 C 1.398 4.702 -0.743  -0.807
49 C 0.177 5.345 -0.579  -0.679
50 C -0.915 4.642 -0.097  -0.804
51 C -0.793 3.295 0.223  -0.303
52 C 2.635 0.705 1.421  1.002
53 C 3.515 -0.373 1.456  -0.157
54 C 4.710 -0.279 2.154  -0.797
55 C 5.025 0.890 2.833  -0.631
56 C 4.145 1.962 2.816  -0.875
57 C 2.952 1.871 2.112  -0.797
58 H 2.351 0.300 -5.327  0.409
59 H 0.011 0.762 -4.670  0.509
60 H -0.640 0.729 -2.302  0.605
61 H 3.404 -0.251 -1.225  0.498
62 H 4.034 -0.226 -3.595  0.466
63 H 2.484 2.872 -0.557  0.424
64 H 2.252 5.246 -1.124  0.451
65 H 0.079 6.392 -0.831  0.397
66 H -1.871 5.134 0.023  0.475
67 H -1.671 2.763 0.562  0.085
68 H 3.268 -1.305 0.962  0.170
69 H 5.388 -1.121 2.177  0.446
70 H 5.954 0.962 3.382  0.408
71 H 4.385 2.871 3.351  0.433
72 H 2.275 2.717 2.103  0.502
73 F 1.507 -2.079 2.707  -0.277
74 C 0.541 -1.173 3.034  -0.571
75 F -0.094 -1.684 4.153  -0.355
76 H 1.051 -0.262 3.362  0.675